18
Properties=species:S:1:pos:R:3:nbo_charge:R:1 method="wB97M-V/def2-TZVPD" total_energy_ha=-571.9933 total_charge=+1 lumo_ev="-6.66 / -3.88" e_above_lowest_ev=3.890 multiplicity=1 e_homo_ev="-12.6 / -13.5"
C 0.93 -1.74 1.44 -0.42
C 1.34 0.90 -0.99 -0.95
C -2.03 2.13 1.17 -0.46
N -0.71 -0.62 -2.08 -1.11
N 0.60 -1.61 0.05 -0.82
P -0.11 -0.17 -0.57 1.47
H 1.14 -0.73 1.96 0.22
H 0.00 -2.11 2.06 0.22
H 1.64 -2.45 1.48 0.22
H 1.64 1.51 -0.03 0.27
H 1.01 1.50 -1.75 0.25
H 2.27 0.38 -1.24 0.28
H -1.41 3.02 0.80 0.20
H -1.70 1.77 2.14 0.18
H -3.06 1.88 0.89 0.20
H -1.66 -0.93 -1.96 0.42
H -0.50 -0.21 -2.89 0.41
H 0.60 -2.50 -0.47 0.44

=====

48
Properties=species:S:1:pos:R:3:nbo_charge:R:1 method="wB97M-V/def2-TZVPD" total_energy_ha=-3310.0122 total_charge=-1 lumo_ev="0.49 / 0.89" e_above_lowest_ev=0.689 s2=6.059 multiplicity=5 e_homo_ev="-5.6 / -5.6"
Mn -0.13 0.44 -1.00 1.71
O 5.66 3.44 -2.41 -0.74
C 5.66 2.74 -1.36 0.71
O 6.58 2.39 -0.61 -0.72
C 4.31 2.06 -1.25 -0.01
C 3.82 1.47 -0.04 -0.21
C 2.66 0.77 0.01 0.03
N 1.78 0.85 -1.04 -0.51
C 2.16 1.48 -2.18 0.09
C 3.48 1.96 -2.34 -0.17
C 1.16 1.59 -3.23 0.72
O 1.24 2.32 -4.23 -0.58
O 0.04 0.97 -2.92 -0.76
H 4.45 1.55 0.82 0.25
H 2.22 0.22 0.86 0.25
H 3.77 2.36 -3.33 0.28
O -4.17 0.65 -0.47 -0.58
C -2.99 0.80 -0.31 0.80
O -2.00 0.34 -1.15 -0.81
C -2.48 1.38 1.03 -0.26
C -3.42 2.01 1.91 -0.09
C -3.08 2.21 3.23 -0.06
C -1.83 2.01 3.77 -0.10
C -0.95 1.40 2.86 -0.09
C -1.16 1.39 1.48 0.49
O -0.12 1.56 0.69 -0.75
N 0.24 0.84 3.42 0.52
O 0.39 1.08 4.64 -0.39
O 1.02 0.15 2.70 -0.40
N -4.19 2.58 4.07 0.52
O -5.22 3.04 3.53 -0.40
O -4.07 2.43 5.28 -0.39
H -4.36 2.33 1.48 0.27
H -1.66 2.09 4.81 0.27
O 0.24 -1.50 -0.16 -1.01
S -0.51 -2.78 -0.01 1.26
C 0.53 -4.14 -0.63 -0.61
C -0.41 -5.16 -1.33 -0.40
C -1.31 -4.26 -2.24 -0.43
C -1.65 -3.04 -1.51 -0.59
H 1.18 -4.54 0.11 0.24
H 1.16 -3.72 -1.42 0.24
H -0.89 -5.73 -0.57 0.21
H 0.10 -5.99 -1.85 0.23
H -2.21 -4.79 -2.66 0.23
H -0.73 -4.14 -3.16 0.22
H -2.73 -2.97 -1.19 0.25
H -1.59 -2.15 -2.09 0.26

=====

48
Properties=species:S:1:pos:R:3:nbo_charge:R:1 method="wB97M-V/def2-TZVPD" total_energy_ha=-851.5038 lumo_ev=0.58 e_above_lowest_ev=2.759 multiplicity=1 e_homo_ev=-10.0 smiles=CC(C)O.CC(C)O.CO.CO.CO.CO
C 27.89 -9.44 -10.44 -0.64
C 29.06 -8.41 -10.46 0.11
C 28.95 -7.24 -11.49 -0.62
O 29.18 -7.84 -9.21 -0.72
H 27.08 -9.06 -9.83 0.22
H 28.13 -10.40 -9.98 0.21
H 27.54 -9.66 -11.45 0.21
H 29.99 -8.96 -10.62 0.15
H 28.03 -6.65 -11.43 0.21
H 28.95 -7.72 -12.47 0.20
H 29.74 -6.49 -11.46 0.22
H 29.36 -8.53 -8.57 0.46
C 32.37 -11.21 -1.70 -0.63
C 32.85 -11.41 -3.11 0.11
C 34.11 -12.38 -3.23 -0.65
O 31.76 -11.75 -3.92 -0.72
H 32.02 -12.16 -1.30 0.20
H 31.60 -10.43 -1.71 0.22
H 33.17 -10.92 -1.02 0.21
H 33.17 -10.45 -3.52 0.17
H 33.86 -13.37 -2.84 0.19
H 34.97 -12.12 -2.62 0.22
H 34.38 -12.52 -4.28 0.22
H 31.52 -12.67 -3.86 0.47
C 30.00 -12.39 5.78 -0.26
O 30.32 -11.73 7.00 -0.71
H 30.82 -12.85 5.22 0.17
H 29.26 -13.17 5.98 0.17
H 29.64 -11.64 5.08 0.17
H 31.21 -12.02 7.18 0.46
C 35.87 -7.27 -8.07 -0.25
O 36.53 -7.25 -9.29 -0.71
H 36.42 -7.94 -7.40 0.18
H 35.87 -6.30 -7.57 0.16
H 34.89 -7.69 -8.31 0.17
H 36.17 -6.44 -9.67 0.46
C 27.41 -5.32 0.78 -0.25
O 28.27 -4.67 1.67 -0.70
H 26.91 -6.22 1.15 0.16
H 26.60 -4.63 0.52 0.15
H 27.87 -5.51 -0.18 0.18
H 27.71 -4.49 2.42 0.46
C 30.33 -17.52 -3.47 -0.24
O 29.69 -16.69 -4.37 -0.72
H 30.56 -17.03 -2.52 0.18
H 29.67 -18.35 -3.21 0.16
H 31.25 -17.98 -3.81 0.16
H 29.32 -17.17 -5.11 0.47

=====

14
Properties=species:S:1:pos:R:3:nbo_charge:R:1 method="wB97M-V/def2-TZVPD" total_energy_ha=-344.7868 lumo_ev=0.59 e_above_lowest_ev=1.674 multiplicity=1 e_homo_ev=-10.2 smiles="O=CCCO.O"
O 1.04 -0.79 2.34 -0.50
C 0.04 -1.01 1.70 0.45
C 0.04 -1.11 0.16 -0.55
C -1.34 -0.87 -0.40 -0.06
O -1.34 -0.58 -1.80 -0.71
H -0.95 -1.15 2.15 0.11
H 0.69 -0.38 -0.31 0.22
H 0.50 -2.08 -0.07 0.24
H -2.04 -1.69 -0.27 0.17
H -1.79 0.00 0.09 0.17
H -0.46 -0.68 -2.15 0.47
H 1.61 2.70 -0.35 0.47
H 1.84 4.26 -0.40 0.48
O 2.16 3.38 -0.70 -0.94

=====

24
Properties=species:S:1:pos:R:3:mulliken_charge:R:1 method="wB97M-V/def2-TZVPD" total_energy_ha=-499.6912 total_charge=-1 lumo_ev=3.42 multiplicity=1 e_homo_ev=-3.6
C -0.91 3.22 -1.90 -1.10
C -0.58 2.85 -0.46 -0.51
C 0.14 1.50 -0.32 -0.44
C -0.74 0.29 -0.66 -0.68
N -0.08 -0.93 -1.04 -0.63
In 1.37 -1.87 0.24 0.60
C 0.27 -3.32 1.52 -0.73
N 0.77 -3.33 2.92 -0.55
H -0.20 3.94 -2.31 0.33
H -0.89 2.35 -2.55 0.34
H -1.91 3.66 -2.00 0.27
H 0.05 3.63 -0.02 0.35
H -1.49 2.82 0.15 0.27
H 1.03 1.49 -0.98 0.25
H 0.53 1.40 0.69 0.30
H -1.37 0.09 0.22 0.28
H -1.46 0.60 -1.44 0.41
H 0.28 -0.83 -1.98 0.16
H 2.21 -0.71 1.29 -0.41
H 2.53 -2.73 -0.80 -0.40
H -0.82 -3.12 1.47 0.23
H 0.41 -4.32 1.12 0.29
H 0.41 -4.14 3.42 0.18
H 0.43 -2.53 3.43 0.19

=====

18
Properties=species:S:1:pos:R:3:nbo_charge:R:1 method="wB97M-V/def2-TZVPD" total_energy_ha=-381.0795 lumo_ev=0.07 e_above_lowest_ev=5.603 multiplicity=1 e_homo_ev=-9.2
C -1.89 -1.88 -1.03 -0.64
C -1.49 -0.38 -1.22 -0.23
C 0.99 0.52 -1.27 -0.39
C -0.64 0.69 0.72 0.33
C 1.59 0.67 1.64 0.47
H -2.98 -2.14 -1.42 0.22
H -1.82 -2.51 -0.03 0.22
H -1.13 -2.46 -1.61 0.21
H -2.34 0.26 -0.91 0.19
H -1.66 -0.30 -2.28 0.22
H 1.67 -0.36 -0.84 0.31
H 1.35 1.47 -0.89 0.20
H 0.75 0.60 -2.23 0.18
H -1.80 0.75 1.22 0.21
H 2.13 1.45 2.46 0.19
N -0.33 0.10 -0.55 -0.41
N 0.18 0.92 1.72 -0.61
O 1.95 -0.20 0.66 -0.65